[1]
Computed, not measured: a cluster of 15 separate species, C30H95N25O15 in total, with ωB97M-V/def2-TZVPD.

As for the total energy: -3697.851168 a.u. As for the total charge: 0. The HOMO energy comes out at -0.31425 Ha. The value obtained for the gap between HOMO and LUMO is 8.060 eV.

Geometry as XYZ:
```
165
C30H95N25O15 ωB97M-V/def2-TZVPD
C -2.8213 1.2567 -20.1264
C -2.3605 2.3259 -21.0983
C -3.4603 2.8511 -21.9814
O -3.1067 3.9342 -22.8516
C -2.0160 3.6343 -23.7010
N -1.6025 3.3637 -20.4038
H -1.9600 0.6426 -19.8516
H -3.5844 0.5634 -20.4864
H -3.2029 1.5871 -19.1548
H -1.5667 1.8812 -21.7081
H -4.2222 3.3673 -21.3857
H -3.9947 2.0427 -22.4949
H -2.2822 2.8429 -24.4100
H -1.1068 3.3929 -23.1473
H -1.8371 4.5382 -24.2850
H -1.5495 4.2560 -20.8814
H -2.0479 3.6003 -19.5208
C -2.2392 -9.3426 -15.1042
C -2.7840 -10.7564 -15.0145
C -1.7247 -11.8509 -14.9160
O -0.7598 -11.8815 -15.9446
C -1.2688 -12.3306 -17.1816
N -3.6524 -10.8347 -13.8233
H -3.0243 -8.5947 -15.2179
H -1.5124 -9.2529 -15.9111
H -1.7430 -9.0887 -14.1627
H -3.3601 -10.9187 -15.9339
H -2.1999 -12.8111 -14.6838
H -1.1444 -11.6214 -14.0125
H -1.8297 -13.2759 -17.1557
H -0.3875 -12.5408 -17.7847
H -1.9817 -11.6019 -17.5778
H -4.3996 -11.5158 -13.8930
H -3.0120 -11.1817 -13.1124
C -8.2963 -3.8344 -13.0257
C -6.8948 -3.2415 -13.0850
C -6.7114 -2.2134 -14.2125
O -7.1595 -2.6713 -15.4789
C -8.3252 -2.0137 -15.9768
N -6.5453 -2.6419 -11.8202
H -8.5452 -4.2127 -14.0269
H -9.0632 -3.0749 -12.8413
H -8.4487 -4.6651 -12.3379
H -6.2828 -4.1234 -13.3001
H -5.6472 -1.9711 -14.2408
H -7.2225 -1.2847 -13.9375
H -8.5330 -2.4189 -16.9608
H -8.1049 -0.9412 -15.9974
H -9.1773 -2.0445 -15.2906
H -6.7091 -3.1703 -10.9733
H -7.0260 -1.7777 -11.5933
C -4.8722 -6.2171 -15.6294
C -4.1972 -5.4490 -16.7787
C -4.7355 -4.0361 -16.7791
O -4.1526 -3.2934 -17.8566
C -4.8335 -2.0740 -18.0112
N -2.7240 -5.5831 -16.5996
H -5.9572 -6.1023 -15.5719
H -4.4522 -5.9445 -14.6615
H -4.7148 -7.2800 -15.8214
H -4.4147 -5.9484 -17.7219
H -4.5281 -3.5068 -15.8443
H -5.8119 -4.1710 -16.8937
H -4.2180 -1.3799 -18.5865
H -5.2259 -1.6140 -17.1012
H -5.7550 -2.2070 -18.5974
H -2.5988 -5.3314 -15.6131
H -2.3047 -4.8110 -17.0987
C 0.0715 2.3667 -15.1557
C -1.4181 2.7014 -15.2314
C -2.3954 1.8428 -14.4388
O -2.0710 0.4616 -14.6206
C -2.6470 -0.1887 -15.7267
N -1.6631 4.1184 -14.9468
H 0.3428 1.3899 -15.5575
H 0.5178 2.4656 -14.1617
H 0.5445 3.1039 -15.8094
H -1.5922 2.4262 -16.2818
H -3.4405 2.0236 -14.6912
H -2.2026 2.0476 -13.3815
H -2.5312 -1.2549 -15.5283
H -2.1856 0.0181 -16.7002
H -3.7075 -0.0036 -15.9293
H -0.9301 4.6652 -15.3954
H -1.3383 4.2140 -13.9807
C -7.0652 0.1842 -20.3731
O -7.2995 0.1368 -19.1551
N -6.1572 -0.6174 -20.9690
N -7.6588 1.0957 -21.1716
H -6.1030 -0.5590 -21.9708
H -5.8994 -1.4650 -20.4932
H -7.5619 1.0295 -22.1672
H -8.2953 1.7420 -20.7425
C -4.3786 -8.5374 -19.8243
O -3.7367 -9.5568 -20.0321
N -5.2382 -8.3880 -18.7691
N -4.1775 -7.3534 -20.4848
H -5.6776 -7.4817 -18.7564
H -5.3837 -9.0129 -17.9992
H -4.7526 -6.5507 -20.3068
H -3.6331 -7.3920 -21.3284
C -4.7325 -3.8200 -21.5575
O -4.5376 -3.4400 -22.7172
N -3.6891 -3.9479 -20.6756
N -5.9127 -4.1273 -21.0077
H -2.7986 -3.5893 -20.9670
H -3.9009 -4.0219 -19.6903
H -6.0126 -4.4005 -20.0294
H -6.6526 -4.2634 -21.6773
C -5.7469 2.3986 -16.5110
O -5.4446 3.0599 -15.5177
N -6.0431 1.0768 -16.4479
N -5.7679 2.9289 -17.7621
H -6.1417 0.6463 -15.5482
H -6.4472 0.6786 -17.2803
H -5.3501 3.8398 -17.8230
H -6.2616 2.4887 -18.5180
C -0.2378 -3.2924 -17.2867
O -0.5830 -3.3417 -16.0931
N 1.0476 -3.1745 -17.6772
N -1.1480 -3.2732 -18.2962
H 1.1606 -3.2806 -18.6683
H 1.8175 -3.0616 -17.0494
H -2.1504 -3.2496 -18.1597
H -0.8254 -3.5125 -19.2178
C -6.7797 -10.3750 -15.4865
O -6.6058 -11.4826 -15.9674
N -5.7568 -9.4324 -15.3444
N -7.9709 -9.8606 -15.1064
H -4.7958 -9.6408 -15.5452
H -5.9895 -8.6373 -14.7738
H -7.9648 -8.9298 -14.7151
H -8.8254 -10.3830 -15.1086
C -7.7625 -5.8181 -18.2262
O -6.6970 -5.5611 -18.8161
N -8.9694 -5.2982 -18.5619
N -7.8245 -6.7749 -17.2794
H -9.0184 -4.6016 -19.2841
H -9.7161 -5.4026 -17.9038
H -8.6074 -6.8149 -16.6552
H -6.9838 -7.2637 -17.0155
C 0.0216 -7.7175 -17.8349
O 1.1504 -8.1187 -18.1572
N -0.9804 -7.6933 -18.7296
N -0.2301 -7.0768 -16.6598
H -0.7629 -7.7162 -19.7063
H -1.9235 -7.5030 -18.4312
H 0.3791 -7.0496 -15.8675
H -1.1463 -6.6391 -16.6009
C -1.3089 -5.2779 -13.2587
O -1.6381 -6.1836 -12.5048
N -0.0633 -4.9766 -13.6921
N -2.1869 -4.4469 -13.8952
H 0.6204 -5.5568 -13.2275
H 0.1600 -4.1968 -14.2849
H -2.9987 -4.2394 -13.3323
H -1.8346 -3.7725 -14.5643
C -8.6372 -7.1007 -13.0790
O -7.9457 -7.1828 -14.1054
N -8.0815 -7.3487 -11.8599
N -9.9882 -7.0783 -13.0712
H -8.6156 -7.1531 -11.0318
H -7.1086 -7.5542 -11.7244
H -10.4951 -7.0696 -13.9351
H -10.4369 -7.0023 -12.1788
```

[2]
Computed, not measured: a cluster of 2 separate species, C2H9N5O in total, with ωB97M-V/def2-TZVPD.

As for the total energy: -430.505947 a.u. As for the total charge: 0. As for the SMILES: [H]/N=N/C(=O)N(C)N.N. The HOMO energy comes out at -0.30443 Ha. The value obtained for the gap between HOMO and LUMO is 8.940 eV.

Geometry as XYZ:
```
17
C2H9N5O ωB97M-V/def2-TZVPD
C 2.0062 -0.1855 0.7829
N -0.2130 -0.0889 -1.0707
N 0.6058 -0.1334 1.1135
C -0.4673 0.0172 0.2780
N 0.6570 0.6106 -1.6854
N -2.0511 0.3850 -1.8478
N 0.3320 -0.3725 2.4748
O -1.6016 0.0777 0.7517
H -1.9512 1.3340 -2.2192
H 0.8840 0.1414 -2.5745
H -2.4940 0.3400 -0.9321
H -2.4203 -0.2878 -2.5034
H -0.5452 0.1065 2.6830
H 0.1671 -1.3703 2.6238
H 2.5395 0.5441 1.3937
H 2.1457 0.0626 -0.2670
H 2.4065 -1.1807 0.9986
```

[3]
Computed, not measured: a structure of composition C48H103Hg2N9O17, with ωB97M-V/def2-TZVPD.

As for the total energy: -3968.566810 a.u. As for the total charge: 0. The HOMO energy comes out at -0.27538 Ha. The value obtained for the gap between HOMO and LUMO is 2.404 eV.

Geometry as XYZ:
```
179
C48H103Hg2N9O17 ωB97M-V/def2-TZVPD
Hg 3.0356 -4.1615 -0.3823
Hg -4.0013 7.1071 -2.5112
C -1.0056 -9.1321 0.2906
C -0.2725 -7.8647 -0.1258
C -0.9127 -7.0542 -1.4278
O -0.2865 -6.0664 -1.6784
C -2.0695 -7.5803 -2.0670
C -2.5531 -8.8148 -1.6419
C -2.0485 -9.6056 -0.4457
O -2.6478 -10.6384 0.0426
O -3.6139 -9.2117 -2.3509
O 0.7696 -7.5297 0.4164
H -0.6839 -9.6453 1.1847
H -2.5268 -7.0554 -2.8927
C -1.0721 0.4792 1.0992
C -1.4037 1.7024 0.5056
C -0.8393 2.0882 -0.8546
O -1.2634 3.1606 -1.6022
C 0.0990 1.3656 -1.4865
C 0.5730 0.1436 -0.9323
C -0.0660 -0.3787 0.4275
O 0.2783 -1.5038 0.7022
O 1.4921 -0.4739 -1.3940
O -2.1973 2.4722 1.1376
H -1.2766 0.2296 2.1298
H 0.4566 1.4825 -2.4988
C 5.2676 -6.5203 -4.9513
C 4.8427 -6.4339 -3.5173
C 5.9521 -6.8381 -2.5132
O 5.5490 -6.5616 -1.1395
C 6.5974 -6.8751 -0.1681
N 4.4645 -5.0594 -3.3306
H 4.5200 -6.0646 -5.6005
H 5.2676 -7.5232 -5.3785
H 6.1314 -5.9161 -5.2286
H 4.0875 -7.1248 -3.1425
H 6.8616 -6.3451 -2.8566
H 6.0932 -7.9003 -2.7127
H 6.5240 -6.2905 0.7489
H 7.5968 -6.7862 -0.5940
H 6.3647 -7.8524 0.2549
H 3.6832 -4.9200 -3.9554
H 5.1570 -4.4421 -3.7299
C -6.9528 2.3133 -1.8175
C -7.6556 3.6514 -1.8169
C -9.0988 3.6219 -1.3168
O -9.9606 2.8207 -2.2024
C -11.3542 2.8296 -1.8281
N -6.8444 4.5173 -0.9372
H -7.5513 1.6327 -2.4231
H -6.7272 1.7852 -0.8910
H -5.9788 2.3671 -2.3039
H -7.6225 4.2030 -2.7565
H -9.4450 4.6423 -1.1524
H -9.1031 3.1272 -0.3455
H -11.3581 2.3781 -0.8360
H -11.9966 2.2102 -2.4539
H -11.7948 3.8262 -1.8533
H -7.6337 4.8422 -0.3973
H -6.3415 3.9414 -0.2773
C -5.9909 3.7706 7.2891
C -4.6646 3.0272 6.8646
C -3.8121 2.4804 8.0119
O -3.1457 3.5392 8.7190
C -2.2737 3.1477 9.7483
N -5.2320 2.0026 6.0434
H -6.5099 4.2019 6.4332
H -5.7142 4.5140 8.0367
H -6.7881 3.1018 7.6138
H -4.0868 3.5927 6.1335
H -3.0010 1.9712 7.4914
H -4.2237 1.6683 8.6113
H -2.6006 2.2013 10.1791
H -2.1525 3.7776 10.6296
H -1.2477 3.0221 9.4026
H -4.4955 1.3371 5.8566
H -5.6379 2.2961 5.1664
C -4.3581 10.1421 2.0968
C -3.6294 10.1896 0.8112
C -2.5881 11.3466 0.6381
O -2.5581 11.6437 -0.7461
C -1.7011 12.7815 -1.0171
N -2.7959 8.9891 0.7133
H -5.1577 9.4017 2.1178
H -4.8855 11.0876 2.2235
H -3.7652 9.9724 2.9956
H -4.4408 10.2518 0.0860
H -1.6404 11.0115 1.0596
H -2.8709 12.2275 1.2145
H -0.6328 12.7542 -0.8026
H -2.0880 13.6764 -0.5296
H -1.7930 12.9313 -2.0928
H -2.0073 9.3244 1.2479
H -3.1611 8.2043 1.2338
C 5.3019 -2.2757 5.1240
C 5.1397 -2.3774 3.5481
C 6.4224 -2.0806 2.6698
O 6.0857 -2.2445 1.3210
C 7.1257 -1.7682 0.4766
N 4.4806 -3.6014 3.1295
H 5.6345 -1.3065 5.4958
H 5.9876 -3.0155 5.5370
H 4.3504 -2.3554 5.6497
H 4.3451 -1.6659 3.3232
H 7.2642 -2.7012 2.9769
H 6.5680 -1.0037 2.7536
H 8.1141 -2.1649 0.7083
H 7.1296 -0.6848 0.3573
H 6.8186 -2.2466 -0.4534
H 3.5911 -3.6522 3.6051
H 5.0601 -4.2438 3.6507
C -2.9332 -1.6412 -6.1656
C -1.9556 -2.5588 -6.8792
C -1.8395 -2.1055 -8.3774
O -2.9854 -2.3142 -9.1721
C -2.5459 -2.3355 -10.5171
N -0.5997 -2.4433 -6.3053
H -3.9606 -1.7205 -6.5211
H -2.6612 -0.6124 -6.4012
H -2.8309 -1.6534 -5.0805
H -2.2440 -3.6064 -6.7925
H -0.8397 -2.4510 -8.6406
H -1.6895 -1.0287 -8.2993
H -2.2636 -3.3734 -10.6936
H -1.6306 -1.8006 -10.7706
H -3.2274 -1.9180 -11.2583
H -0.3848 -1.5343 -5.9210
H -0.7738 -2.8382 -5.3922
C 5.8695 3.5454 2.1355
C 4.4927 2.9837 1.7310
C 3.4364 3.2808 2.8431
O 3.8785 2.6596 4.0601
C 2.8993 2.5207 5.1366
N 4.0240 3.4711 0.3787
H 5.8275 4.6209 2.3079
H 6.5959 3.3074 1.3584
H 6.1763 3.1678 3.1108
H 4.5968 1.8988 1.7488
H 2.5644 2.7926 2.4079
H 3.2306 4.3477 2.9300
H 3.3327 2.4150 6.1312
H 2.5027 1.5275 4.9261
H 2.0865 3.2385 5.0259
H 4.7282 3.0775 -0.2289
H 3.2006 2.9871 0.0503
C -1.4681 -3.2047 7.2420
C -1.8780 -4.0936 6.1020
C -3.2218 -3.5952 5.5436
O -4.0827 -4.4544 4.7505
C -3.3641 -5.0892 3.6477
N -0.8383 -4.2469 5.1158
H -2.1063 -3.1764 8.1252
H -1.3337 -2.2247 6.7841
H -0.5328 -3.5427 7.6881
H -1.9787 -5.0981 6.5131
H -2.9117 -2.8301 4.8319
H -3.8957 -3.1530 6.2773
H -4.0803 -5.5856 2.9929
H -2.6555 -5.8269 4.0243
H -2.7510 -4.4991 2.9665
H -0.8320 -3.5543 4.3807
H -1.0598 -5.0609 4.5604
C 4.6319 1.4247 -7.1003
C 5.0842 0.2857 -6.1742
C 6.3253 -0.3447 -6.7435
O 6.9237 -1.2954 -5.8951
C 8.2061 -1.7917 -6.3601
N 5.4574 0.6798 -4.8321
H 3.7300 1.9193 -6.7396
H 4.4033 1.0961 -8.1141
H 5.2951 2.2890 -7.1340
H 4.2976 -0.4668 -6.1189
H 7.0623 0.4213 -6.9845
H 6.0032 -0.7553 -7.7005
H 8.8368 -0.9240 -6.5533
H 8.0579 -2.3650 -7.2753
H 8.6851 -2.2387 -5.4889
H 5.9767 -0.1399 -4.5519
H 4.6622 0.5648 -4.2200
```

[4]
Computed, not measured: the molecule C14H15N, with ωB97M-V/def2-TZVPD.

As for the total energy: -597.104238 a.u. As for the total charge: 0. As for the SMILES: C=C(c1ccccc1)[C@]1(C)C=CCC=N1. The HOMO energy comes out at -0.32184 Ha. The value obtained for the gap between HOMO and LUMO is 9.648 eV.

Geometry as XYZ:
```
30
C14H15N ωB97M-V/def2-TZVPD
C -3.6981 1.4375 -0.5260
C -2.7477 2.4924 -0.5951
C -3.3030 0.2139 0.0788
C -1.3560 2.1808 -0.3781
C -1.9983 0.0187 0.4771
C -1.0224 0.9816 0.2718
C 0.8099 -2.5111 -0.6612
C 0.7866 -1.2428 -1.1025
C 2.7086 -1.6894 0.7818
C 0.6578 0.7152 2.0393
C 0.3251 0.6963 0.7563
C 1.6605 -2.7871 0.6938
C 1.4226 -0.1135 -0.4020
C 1.9267 1.0670 -1.3566
N 2.6142 -0.5497 0.2616
H -4.8157 1.6128 -0.7189
H -3.2334 3.4466 -0.8043
H -4.1577 -0.4726 0.2541
H -0.6047 2.9780 -0.5009
H -1.7500 -0.8871 1.0398
H 0.5542 -3.4165 -1.2300
H 0.4023 -1.1201 -2.0185
H 3.6828 -1.9783 1.1599
H 1.5598 0.2643 2.3499
H 0.1143 1.3602 2.7138
H 1.0935 -2.8989 1.6674
H 2.2438 -3.6974 0.5487
H 1.1466 1.4592 -1.9524
H 2.6767 0.5574 -2.1110
H 2.3009 1.8826 -0.7367
```

[5]
Computed, not measured: a structure of composition C27H21BF4N2O2PdSTe, with ωB97M-V/def2-TZVPD.

As for the total energy: -2520.033324 a.u. As for the total charge: 0. The HOMO energy (alpha / beta) comes out at -0.30369 / -0.30232 Ha. As for the spin multiplicity: 3. The value obtained for the gap between HOMO and LUMO (alpha / beta) is 7.977 / 5.805 eV.

Geometry as XYZ:
```
60
C27H21BF4N2O2PdSTe ωB97M-V/def2-TZVPD
Pd 0.4679 1.6696 -1.0814
O 2.6991 1.9035 -1.9073
S 2.7434 0.4781 -2.1738
O 3.2523 0.0284 -3.4339
N 1.2507 -0.0405 -1.8679
C 0.5595 -1.1335 -2.2542
C 1.0920 -2.3945 -2.4856
C 0.2510 -3.4710 -2.7731
C -1.1128 -3.3286 -2.8434
C -1.6971 -2.0633 -2.6407
C -3.0800 -1.8090 -2.7479
C -3.5418 -0.5283 -2.5990
C -2.6364 0.4918 -2.2628
N -1.3509 0.2811 -2.1274
C -0.8604 -0.9604 -2.3399
C 3.6786 -0.2683 -0.8431
C 3.2606 -0.0167 0.4518
C 3.9023 -0.6495 1.5037
C 4.9546 -1.5172 1.2462
C 5.3793 -1.7462 -0.0528
C 4.7310 -1.1223 -1.1075
H 2.1614 -2.5305 -2.4389
H 0.6933 -4.4422 -2.9360
H -1.7493 -4.1675 -3.0820
H -3.7532 -2.6300 -2.9533
H -4.5889 -0.2984 -2.7203
H -2.9831 1.5014 -2.0862
H 2.4451 0.6950 0.6088
H 3.5895 -0.4654 2.5207
H 5.4490 -2.0159 2.0672
H 6.2115 -2.4079 -0.2449
H 5.0266 -1.2725 -2.1343
Te -1.0097 2.5403 0.8275
C -0.4679 2.1459 2.8817
C -1.1040 2.9020 3.8588
C -0.8918 2.6299 5.1983
C -0.0459 1.5982 5.5664
C 0.6066 0.8559 4.5959
C 0.3998 1.1310 3.2555
C -2.0548 0.6631 0.8637
C -1.3114 -0.5026 0.7274
C -1.9441 -1.7310 0.6960
C -3.3239 -1.8024 0.7944
C -4.0660 -0.6420 0.9238
C -3.4347 0.5906 0.9632
H -1.7701 3.7000 3.5583
H -1.3944 3.2176 5.9513
H 0.1059 1.3716 6.6099
H 1.2716 0.0560 4.8834
H 0.9060 0.5504 2.4937
H -0.2296 -0.4434 0.6137
H -1.3652 -2.6345 0.5758
H -3.8168 -2.7623 0.7619
H -5.1416 -0.7005 0.9894
H -4.0122 1.4993 1.0552
F -0.0400 3.0442 -3.1014
B -0.4690 4.0510 -2.2286
F 0.4960 4.1210 -1.1775
F -1.6437 3.5406 -1.5995
F -0.6918 5.2394 -2.7995
```

[6]
Computed, not measured: a structure of composition C19H18MgNOS, with ωB97M-V/def2-TZVPD.

As for the total energy: -1462.821230 a.u. As for the total charge: -1. The HOMO energy (alpha / beta) comes out at -0.00753 / -0.00745 Ha. The value obtained for the gap between HOMO and LUMO (alpha / beta) is 2.760 / 2.758 eV.

Geometry as XYZ:
```
41
C19H18MgNOS ωB97M-V/def2-TZVPD
C 0.8009 -2.2195 2.0424
C -0.6579 -2.5751 1.9781
C -0.9552 -2.7886 0.5633
H -1.2182 -3.0106 2.7983
C 0.2120 -2.5500 -0.1738
C 1.2899 -2.2400 0.6738
H 2.3335 -2.1575 0.3891
H 1.4197 -2.3419 2.9264
H -1.9046 -3.1535 0.1875
H 0.3023 -2.7081 -1.2422
C -1.0767 2.5810 -0.0326
C -0.9930 2.4867 1.3768
C 0.3680 2.4239 1.7360
H -1.8341 2.5726 2.0799
C 1.1427 2.4829 0.5576
C 0.2542 2.5945 -0.5507
H 0.5323 2.7922 -1.5976
H -1.9909 2.7876 -0.6081
H 0.7543 2.4528 2.7676
H 2.2386 2.6007 0.5177
Mg 0.0055 0.5422 0.1327
O 0.0519 -0.5027 -2.4590
C -1.4555 -0.6344 -2.8239
C -0.2834 -1.0194 -3.7041
H -1.9387 -1.4496 -2.3104
H -1.9549 0.2957 -3.0895
H 0.2961 -1.9510 -3.6025
H 1.0237 -1.9678 -5.8647
C 0.7440 -0.9094 -6.0120
C 0.0638 -0.2569 -4.9630
C -0.2746 1.1075 -5.1117
H -0.7465 1.6238 -4.2705
C 0.0617 1.7730 -6.2875
H -0.1962 2.8257 -6.3793
C 0.7253 1.1125 -7.3221
H 0.9631 1.6439 -8.2356
C 1.0766 -0.2354 -7.1670
H 1.6104 -0.7509 -7.9588
S -0.4113 -0.7264 2.2804
C -0.2360 -0.4091 3.9394
N -0.1428 -0.1411 5.0777
```

Record order is preserved below.
Relative energy (zero: lowest compared OMol25 entry of this formula, charge and spin): 13.2 111.8 401.6 67.4 20.1 137.7 kcal/mol
Record order is preserved below.
F_max: 3.2 3.8 8.1 3.8 2.1 7.0 eV/A